Molecular formula: C18H12BrIrN3O3SSe2
Method: DFT, ωB97M-V/def2-TZVPD

Results
Electronic energy, Ha: -8962.7017
Total charge: -1
HOMO, eV: -3.9
Kohn-Sham gap, eV: 6.205
Energy above the lowest of the compared OMol25 structures with the same formula, charge and spin, kJ/mol: 67.88
LUMO, eV: 2.3021

CARTESIAN COORDINATES (ANGSTROEM)
C  2.2160  0.7728  -2.2314
H  -0.6831  -2.2296  2.6901
C  -6.9011  0.3493  -1.2344
Ir  -0.4832  -0.0663  0.8335
C  -0.2436  -1.6377  4.7201
C  3.4758  0.2790  -1.8808
Br  -6.2999  0.1238  -4.0048
O  -2.5464  -0.1434  1.2397
H  4.3119  0.3560  -2.5667
C  0.2913  -0.6247  5.5001
C  0.6773  0.6284  3.4974
C  -0.9263  -3.2101  0.2238
H  -5.0083  0.3833  1.5862
O  -1.2535  -4.3594  0.0781
H  4.5959  -0.7053  -0.3543
C  -2.8448  0.1278  0.0321
S  -0.4587  2.2357  1.2526
C  -5.2704  0.3401  0.5377
C  1.2079  0.6276  -1.3211
C  3.6402  -0.3044  -0.6591
C  -4.5532  0.1481  -1.7609
Se  2.9550  -1.2221  1.9147
H  0.2179  0.9867  -1.5432
H  -0.6135  -2.5582  5.1506
N  -0.5859  -2.0877  0.3638
H  -3.7496  0.0514  -2.4774
N  0.1507  -0.3551  2.7438
N  1.3561  0.0456  -0.1034
C  -0.3022  -1.4667  3.3530
H  0.3374  -0.7188  6.5778
C  2.5775  -0.4214  0.2783
H  -7.3847  0.5226  0.8438
C  -6.5893  0.4146  0.1172
C  -5.8755  0.2152  -2.1568
Se  1.3369  2.1421  2.5692
H  -7.9276  0.4012  -1.5707
H  1.1750  1.3367  5.4425
C  0.7573  0.5163  4.8772
O  -1.9005  0.3733  -0.7788
H  2.0222  1.2519  -3.1801
C  -4.2587  0.2083  -0.4036

Atomic partial charges in e from the Mulliken method, atoms 1 to 6: -0.893, 0.363, -0.372, 1.726, -0.873, -0.129